(1)
The following is a DFT calculation (ωB97M-V/def2-TZVPD) of a molecular structure, C42H56AgF3Fe2NO22.

Geometry as ORCA input:
```
! RIJCOSX wB97M-V def2-TZVPD def2/J DEFGRID3
* xyz 1 9
Fe 2.659 -3.111 -0.348
Fe 1.171 4.734 -2.599
Ag 0.612 -1.908 2.523
C 1.376 -6.982 0.613
C 0.272 -7.411 1.372
C -0.774 -6.394 1.714
O -1.801 -6.747 2.317
C -0.615 -5.013 1.483
C 0.571 -4.591 0.796
C 1.598 -5.641 0.339
O 2.667 -5.074 -0.106
O 0.880 -3.378 0.604
O 0.141 -8.599 1.675
H 2.181 -7.689 0.462
H -1.193 -4.239 1.970
C 1.947 0.733 -1.999
C 1.474 -0.090 -1.013
C 0.491 0.405 0.025
O -0.223 -0.335 0.756
C 0.131 1.746 0.091
C 0.661 2.655 -0.881
C 1.464 2.026 -2.123
O 1.762 2.831 -3.050
O 0.491 3.894 -0.894
O 2.024 -1.254 -1.031
H 2.680 0.512 -2.763
H -0.562 2.078 0.849
C -1.466 -3.289 6.775
C -1.379 -3.677 5.305
C -2.414 -4.835 5.084
C -3.808 -4.305 4.866
C -3.879 -3.316 3.732
C -2.932 -2.102 4.001
N -1.569 -2.499 4.466
O -0.658 -1.444 4.616
C -2.769 -1.428 2.657
C -3.601 -1.113 4.974
C 0.052 -4.227 5.051
H -2.386 -2.705 6.828
H -0.591 -2.842 7.247
H -1.631 -4.195 7.361
H -2.082 -5.228 4.117
H -2.339 -5.561 5.886
H -4.227 -3.876 5.784
H -4.437 -5.198 4.804
H -4.885 -2.931 3.567
H -3.563 -3.750 2.780
H -2.245 -2.000 1.889
H -3.712 -1.010 2.302
H -2.109 -0.561 2.791
H -4.341 -0.518 4.438
H -4.109 -1.648 5.775
H -2.835 -0.443 5.369
H 0.806 -3.554 5.460
H 0.260 -4.436 3.998
H 0.103 -5.174 5.592
H -0.975 -1.056 5.449
C -2.767 3.645 -4.391
C -1.379 4.043 -4.812
O -0.493 4.056 -3.980
C -1.289 4.374 -6.314
H -3.446 3.470 -5.222
H -3.044 4.486 -3.751
H -2.832 2.726 -3.806
H -1.049 3.506 -6.930
H -0.337 4.899 -6.405
H -2.141 4.957 -6.647
C 2.031 5.937 -6.796
C 2.591 5.566 -5.444
O 1.995 5.410 -4.380
C 4.093 5.602 -5.371
H 2.661 6.620 -7.362
H 1.032 6.361 -6.716
H 1.954 5.045 -7.424
H 4.415 4.730 -4.803
H 4.441 6.560 -4.986
H 4.510 5.504 -6.374
C 1.889 -2.534 -4.389
C 2.299 -3.783 -3.602
O 2.334 -3.873 -2.392
C 2.629 -4.977 -4.468
H 2.749 -1.941 -4.703
H 1.139 -1.914 -3.900
H 1.419 -2.898 -5.303
H 1.905 -5.764 -4.255
H 3.593 -5.410 -4.185
H 2.788 -4.755 -5.521
C -3.516 3.888 1.665
C -3.384 3.686 0.187
O -3.721 2.634 -0.327
C -2.741 4.713 -0.683
H -2.530 4.141 2.059
H -3.888 3.015 2.195
H -4.220 4.704 1.841
H -2.389 4.307 -1.630
H -1.902 5.234 -0.221
H -3.500 5.452 -0.957
C 0.651 2.734 3.641
C 1.351 3.575 4.785
O 1.327 2.667 5.826
C 0.597 1.565 5.578
O 0.397 0.685 6.345
O 0.119 1.607 4.310
F 0.535 4.599 5.122
H 1.343 2.402 2.862
H -0.124 3.239 3.064
H 2.334 3.949 4.497
C 6.269 2.691 -1.288
C 6.090 2.933 -2.774
O 6.404 4.302 -2.968
C 7.119 4.721 -1.898
O 7.641 5.788 -1.836
O 7.234 3.721 -1.014
F 4.787 2.633 -3.037
H 6.729 1.789 -0.888
H 5.296 2.707 -0.789
H 6.705 2.314 -3.430
C -2.166 -0.871 -1.683
C -3.323 -1.745 -1.141
O -3.246 -2.789 -2.104
C -2.550 -2.396 -3.220
O -2.319 -3.138 -4.114
O -2.091 -1.143 -3.055
F -4.493 -1.064 -1.281
H -1.256 -1.211 -1.185
H -2.335 0.179 -1.449
H -3.287 -2.101 -0.115
*
```

## Properties
Expectation value of S²: 20.023
HOMO energy (alpha / beta), eV: -8.86 / -8.82
DFT total energy, eV: -171913.165
Orbital gap (alpha / beta), eV: 4.8066 / 4.3915

These are the Mulliken partial charges, in e, on atoms 1 to 8: number 1, Fe, carries 0.86; number 2, Fe, carries 0.82; number 3, Ag, carries 0.53; number 4, C, carries -0.89; number 5, C, carries 0.14; number 6, C, carries 0.18; number 7, O, carries -0.70; number 8, C, carries -0.36

***

(2)
The following is a DFT calculation (ωB97M-V/def2-TZVPD) of a single C3H5NP2 molecule.

Geometry as ORCA input:
```
! RIJCOSX wB97M-V def2-TZVPD def2/J DEFGRID3
* xyz 0 1
C -0.050 1.117 0.004
C 0.313 -0.208 0.019
C 1.649 -0.875 0.125
N -1.337 1.565 -0.069
P -1.580 -1.411 -0.093
P -2.470 0.404 0.161
H 0.723 1.884 -0.005
H 2.650 -0.561 -0.479
H 1.532 -1.854 -0.165
H 2.104 -0.739 1.138
H -3.535 0.677 -0.636
*
```

## Properties
HOMO energy, eV: -8.28
ΔE to the lowest compared entry with this formula, charge and spin, kJ/mol: 150.4
DFT total energy, eV: -23256.365
Orbital gap, eV: 7.2337

These are the Mulliken partial charges, in e, on atoms 1 to 8: number 1, C, carries -0.12; number 2, C, carries 0.15; number 3, C, carries -0.97; number 4, N, carries -0.52; number 5, P, carries -0.01; number 6, P, carries 0.16; number 7, H, carries 0.38; number 8, H, carries 0.28

***

(3)
The following is a DFT calculation (ωB97M-V/def2-TZVPD) of 2 unconnected molecules or ions with the total composition C4H12.

Geometry as ORCA input:
```
! RIJCOSX wB97M-V def2-TZVPD def2/J DEFGRID3
* xyz 0 1
C -1.408 -0.515 1.432
C -1.517 0.947 1.788
H -0.546 -1.000 1.897
H -2.323 -1.034 1.738
H -1.324 -0.652 0.362
H -2.371 1.437 1.298
H -0.660 1.538 1.465
H -1.652 1.152 2.861
C 1.754 -0.944 -1.536
C 1.177 0.467 -1.652
H 2.286 -1.079 -0.596
H 1.004 -1.734 -1.599
H 2.456 -1.129 -2.353
H 1.060 0.767 -2.687
H 0.193 0.593 -1.199
H 1.870 1.189 -1.219
*
```

## Properties
HOMO energy, eV: -11.82
ΔE to the lowest compared entry with this formula, charge and spin, kJ/mol: 7.4
DFT total energy, eV: -4342.451
Orbital gap, eV: 12.9897

These are the Mulliken partial charges, in e, on atoms 1 to 8: number 1, C, carries -0.72; number 2, C, carries -0.89; number 3, H, carries 0.25; number 4, H, carries 0.30; number 5, H, carries 0.21; number 6, H, carries 0.27; number 7, H, carries 0.28; number 8, H, carries 0.32

***

(4)
The following is a DFT calculation (ωB97M-V/def2-TZVPD) of a molecular structure, C40H36BF6N9O7STl.

Geometry as ORCA input:
```
! RIJCOSX wB97M-V def2-TZVPD def2/J DEFGRID3
* xyz -1 1
Tl -0.370 -0.265 0.787
C -3.941 -1.714 -2.034
C -2.942 -2.764 -1.682
C -2.982 -4.114 -2.062
C -1.878 -4.681 -1.470
C -1.413 -6.100 -1.531
N -1.230 -3.708 -0.786
N -1.881 -2.532 -0.918
B 0.004 -3.966 0.112
N 1.231 -3.110 -0.311
N 1.146 -1.804 -0.667
C 2.337 -1.423 -1.097
C 2.595 -0.033 -1.573
C 3.235 -2.500 -1.020
C 2.497 -3.548 -0.508
C 2.984 -4.922 -0.188
N -0.368 -3.712 1.617
N -1.038 -2.604 2.001
C -1.354 -2.740 3.277
C -2.108 -1.673 4.004
C -0.864 -3.967 3.757
C -0.235 -4.554 2.673
C 0.454 -5.880 2.615
H -4.567 -2.053 -2.861
H -4.585 -1.503 -1.180
H -3.438 -0.792 -2.310
H -3.720 -4.604 -2.677
H -2.077 -6.679 -2.170
H -0.401 -6.159 -1.934
H -1.406 -6.551 -0.537
H 0.287 -5.121 -0.006
H 1.721 0.586 -1.379
H 3.441 0.400 -1.039
H 2.820 -0.027 -2.642
H 4.281 -2.505 -1.279
H 3.960 -5.072 -0.647
H 3.098 -5.051 0.892
H 2.299 -5.686 -0.555
H -2.906 -1.280 3.373
H -2.542 -2.074 4.919
H -1.441 -0.848 4.264
H -0.953 -4.363 4.755
H 0.861 -6.132 3.594
H -0.252 -6.662 2.326
H 1.265 -5.875 1.889
C 0.897 7.153 -2.411
C 0.609 6.102 -3.478
C 1.821 5.904 -4.378
C 1.470 4.942 -5.501
C 0.982 3.644 -4.916
C 1.099 2.467 -5.627
C 0.667 1.270 -5.075
F 0.800 0.148 -5.805
C 0.108 1.218 -3.827
C -0.042 2.404 -3.108
C -0.763 2.316 -1.818
O -1.241 1.241 -1.476
C -0.895 3.606 -1.134
C -0.403 4.737 -1.717
N 0.229 4.796 -2.897
C 0.400 3.623 -3.638
C -1.726 3.822 0.065
O -2.210 4.877 0.376
O -1.919 2.691 0.811
H 1.329 8.030 -2.891
H 1.608 6.773 -1.677
H -0.004 7.479 -1.895
H -0.230 6.445 -4.096
H 2.643 5.498 -3.783
H 2.129 6.868 -4.784
H 2.331 4.763 -6.146
H 0.686 5.382 -6.126
H 1.525 2.469 -6.622
H -0.229 0.293 -3.376
H -0.543 5.665 -1.186
O 5.459 0.675 3.706
C 5.184 -0.602 3.793
O 5.891 -1.397 4.388
C 3.931 -1.055 3.138
C 3.461 -2.347 3.206
N 2.282 -2.366 2.563
N 1.946 -1.168 2.084
C 2.933 -0.350 2.412
C 2.888 1.107 1.997
O 3.839 1.826 2.426
O 1.957 1.476 1.268
H 4.727 1.185 3.140
H 3.891 -3.213 3.679
H 1.651 -3.141 2.430
F -5.026 3.128 6.624
C -4.640 2.960 5.360
C -3.350 3.275 4.975
F -2.501 3.775 5.870
C -2.939 3.086 3.663
F -1.695 3.426 3.348
C -3.808 2.568 2.707
S -3.445 2.158 1.041
C -5.107 2.282 3.121
F -5.969 1.808 2.209
C -5.528 2.463 4.420
F -6.782 2.178 4.776
*
```

## Properties
HOMO energy, eV: -5.58
ΔE to the lowest compared entry with this formula, charge and spin, kJ/mol: 169.1
DFT total energy, eV: -102323.896
Orbital gap, eV: 7.2787

These are the Mulliken partial charges, in e, on atoms 1 to 8: number 1, Tl, carries 1.25; number 2, C, carries -1.21; number 3, C, carries 0.65; number 4, C, carries -1.26; number 5, C, carries 0.78; number 6, C, carries -1.49; number 7, N, carries 0.13; number 8, N, carries 0.04

***

(5)
The following is a DFT calculation (ωB97M-V/def2-TZVPD) of 7 unconnected molecules or ions with the total composition C24H66N7O9.

Geometry as ORCA input:
```
! RIJCOSX wB97M-V def2-TZVPD def2/J DEFGRID3
* xyz -1 1
N 48.330 39.252 48.636
O 49.459 39.306 49.136
O 48.077 38.584 47.468
O 47.475 40.106 49.022
C 47.951 35.096 53.944
C 48.376 36.293 54.869
C 49.050 37.371 54.163
O 47.984 38.015 53.368
C 48.386 39.022 52.519
N 47.184 36.696 55.484
H 48.874 34.657 53.759
H 47.230 35.236 53.162
H 47.401 34.399 54.674
H 48.928 35.785 55.786
H 49.950 37.004 53.483
H 49.335 38.134 54.860
H 48.898 38.437 51.661
H 49.060 39.527 53.203
H 47.334 39.514 52.325
H 46.822 37.530 55.198
H 47.436 37.013 56.359
C 48.480 35.620 49.240
C 50.002 35.717 49.500
C 50.517 34.278 49.619
O 49.831 33.672 50.663
C 50.301 32.343 51.031
N 50.686 36.562 48.521
H 48.276 35.263 48.245
H 48.095 36.704 49.405
H 47.868 35.138 49.879
H 50.272 36.064 50.517
H 51.682 34.288 49.921
H 50.604 33.656 48.732
H 50.189 31.574 50.094
H 49.799 32.072 51.883
H 51.321 32.397 51.512
H 50.243 37.505 48.553
H 50.531 36.154 47.735
C 42.917 41.861 49.775
C 43.589 41.159 48.565
C 44.735 41.821 47.780
O 44.291 43.065 47.316
C 45.171 44.160 47.198
N 43.968 39.692 49.063
H 42.024 41.421 49.965
H 43.078 42.895 49.640
H 43.521 41.778 50.671
H 42.688 40.910 47.822
H 45.097 41.195 47.019
H 45.694 41.976 48.210
H 46.026 43.840 46.422
H 45.639 44.632 48.049
H 44.420 44.986 46.623
H 44.993 39.953 49.190
H 44.006 39.136 48.296
C 50.396 44.153 47.938
C 49.066 43.487 48.259
C 48.638 42.689 47.113
O 48.290 43.689 46.194
C 48.151 43.306 44.880
N 49.374 42.575 49.401
H 50.956 44.523 48.714
H 50.314 45.104 47.317
H 51.040 43.445 47.420
H 48.257 43.993 48.430
H 47.641 42.152 47.241
H 49.346 41.812 46.735
H 47.787 44.284 44.412
H 47.383 42.540 44.760
H 49.102 43.016 44.421
H 50.178 42.124 49.095
H 48.746 41.867 49.330
C 48.776 39.609 42.487
C 48.961 38.948 43.953
C 50.283 38.876 44.475
O 51.118 38.357 43.524
C 51.955 39.396 42.841
N 47.893 39.480 44.796
H 47.915 39.588 42.164
H 49.387 39.050 41.828
H 48.975 40.809 42.600
H 48.829 38.089 43.914
H 50.442 38.166 45.220
H 50.614 39.987 44.720
H 52.607 38.649 42.095
H 52.508 40.029 43.750
H 51.452 40.125 42.175
H 48.152 40.394 44.832
H 47.637 39.162 45.747
C 43.211 37.611 44.973
C 44.719 37.242 45.504
C 45.822 37.232 44.398
O 45.423 36.217 43.512
C 45.642 36.515 42.144
N 45.070 38.296 46.568
H 42.878 37.036 44.115
H 43.246 38.632 44.760
H 42.444 37.489 45.755
H 44.553 36.373 46.164
H 46.883 36.971 44.528
H 45.843 38.280 44.027
H 45.134 35.656 41.578
H 46.560 36.724 42.075
H 45.421 37.392 41.910
H 45.272 39.076 46.071
H 45.776 38.073 47.059
*
```

## Properties
HOMO energy, eV: -6.32
ΔE to the lowest compared entry with this formula, charge and spin, kJ/mol: 1179.5
DFT total energy, eV: -54797.763
Orbital gap, eV: 8.7994

These are the Mulliken partial charges, in e, on atoms 1 to 8: number 1, N, carries 0.65; number 2, O, carries -0.74; number 3, O, carries -0.35; number 4, O, carries -0.69; number 5, C, carries -1.51; number 6, C, carries 0.53; number 7, C, carries -0.65; number 8, O, carries -0.41

***

(6)
The following is a DFT calculation (ωB97M-V/def2-TZVPD) of a molecular structure, C18H36O36S9.

Geometry as ORCA input:
```
! RIJCOSX wB97M-V def2-TZVPD def2/J DEFGRID3
* xyz 0 1
C -11.716 -1.411 -15.814
C -11.428 -2.915 -15.885
O -10.426 -3.137 -14.905
S -9.405 -1.745 -14.797
O -8.165 -2.016 -15.639
O -9.139 -1.362 -13.403
O -10.513 -0.833 -15.621
H -12.298 -1.045 -14.968
H -12.254 -1.040 -16.687
H -10.892 -3.107 -16.814
H -12.300 -3.562 -15.788
C -0.969 -4.074 -19.925
C -1.960 -3.473 -18.917
O -1.501 -4.097 -17.708
S 0.170 -4.076 -17.613
O 0.685 -5.377 -17.193
O 0.732 -2.819 -17.085
O 0.257 -4.109 -19.278
H -0.894 -3.614 -20.911
H -1.261 -5.044 -20.328
H -2.950 -3.858 -19.162
H -1.906 -2.389 -18.819
C 0.703 -7.562 -29.161
C 2.080 -7.236 -28.568
O 1.913 -6.678 -27.254
S 0.455 -7.158 -26.685
O -0.467 -6.042 -26.356
O 0.645 -8.098 -25.614
O -0.072 -7.906 -28.051
H 0.620 -8.254 -29.999
H 0.263 -6.649 -29.560
H 2.707 -6.456 -29.000
H 2.672 -8.135 -28.394
C 3.155 -10.193 -20.491
C 3.898 -8.892 -20.835
O 5.162 -9.340 -21.207
S 5.076 -10.710 -22.158
O 6.167 -11.701 -21.868
O 4.742 -10.325 -23.528
O 3.748 -11.156 -21.270
H 2.078 -10.057 -20.597
H 3.358 -10.376 -19.436
H 4.021 -8.117 -20.078
H 3.618 -8.389 -21.760
C -5.071 7.454 -15.650
C -4.747 6.808 -14.258
O -5.001 5.387 -14.419
S -5.061 4.935 -15.928
O -6.445 4.626 -16.341
O -3.973 4.010 -16.232
O -4.577 6.444 -16.521
H -4.683 8.456 -15.837
H -6.159 7.409 -15.679
H -5.316 7.171 -13.402
H -3.745 6.859 -13.832
C -4.124 -0.603 -25.341
C -4.864 -1.314 -24.124
O -4.526 -0.372 -23.044
S -4.040 1.174 -23.429
O -2.989 1.606 -22.532
O -5.272 2.002 -23.544
O -3.553 0.574 -24.895
H -4.910 -0.270 -26.020
H -3.381 -1.175 -25.896
H -4.435 -2.274 -23.839
H -5.941 -1.377 -24.278
C -6.263 -10.046 -16.459
C -4.959 -9.376 -16.894
O -4.899 -9.463 -18.253
S -6.355 -9.488 -19.013
O -6.329 -10.323 -20.221
O -6.877 -8.096 -19.101
O -6.885 -10.308 -17.704
H -6.873 -9.266 -16.003
H -6.233 -10.924 -15.814
H -4.085 -9.784 -16.387
H -5.020 -8.301 -16.727
C -2.295 -0.568 -11.196
C -2.780 0.514 -10.239
O -2.075 0.626 -9.045
S -0.845 -0.371 -9.062
O -0.710 -1.073 -7.756
O 0.369 0.248 -9.641
O -1.619 -1.344 -10.245
H -1.526 -0.288 -11.917
H -3.199 -1.021 -11.603
H -3.775 0.371 -9.818
H -3.067 1.449 -10.719
C 3.860 -5.145 -10.715
C 3.560 -5.516 -9.290
O 4.458 -6.625 -9.117
S 5.904 -6.411 -9.904
O 6.478 -7.736 -10.228
O 6.550 -5.314 -9.313
O 5.052 -5.800 -11.148
H 3.826 -4.068 -10.884
H 3.129 -5.502 -11.440
H 2.553 -5.929 -9.240
H 3.840 -4.810 -8.508
*
```

## Properties
HOMO energy, eV: -10.88
ΔE to the lowest compared entry with this formula, charge and spin, kJ/mol: 872.6
DFT total energy, eV: -190459.773
Orbital gap, eV: 10.8932

These are the Mulliken partial charges, in e, on atoms 1 to 8: number 1, C, carries -0.32; number 2, C, carries -0.28; number 3, O, carries -0.35; number 4, S, carries 1.05; number 5, O, carries -0.51; number 6, O, carries -0.49; number 7, O, carries -0.28; number 8, H, carries 0.29